# C5H12N5

A cluster of 2 separate species, C5H12N5 in total (ωB97M-V/def2-TZVPD, the Open Molecules 2025 dataset).

XYZ file:
```
22
Properties=species:S:1:pos:R:3:forces:R:3
C -0.30752 0.51890 2.18986 -0.3 0.5 0.4
C -1.76942 2.02126 0.92380 -3.5 0.3 -1.7
C 0.62292 2.48505 0.70699 1.9 -1.3 1.5
C 0.70088 -2.45511 -3.04978 -0.8 -0.1 -1.3
C -0.44728 1.67344 1.32242 0.5 -0.8 1.2
N 0.81037 -2.78875 0.43168 -0.8 0.8 -0.1
N 0.97075 -3.32048 -0.70762 0.2 0.7 -1.0
N 0.43553 -1.48698 0.26464 1.3 -1.0 -1.0
N 0.77631 -2.29933 -1.60515 -0.2 -2.8 0.1
N 0.47952 -1.22506 -1.01670 -1.0 1.4 1.4
H 0.53247 0.42397 2.94166 -1.0 0.5 -0.7
H -1.31045 0.06797 2.43761 1.3 0.6 0.3
H 0.10240 -0.20180 1.45021 0.2 -0.5 -0.7
H -2.60398 1.36167 1.43822 1.6 1.9 -0.9
H -1.90243 3.20560 1.00514 0.0 -2.6 -0.2
H -1.87906 1.76216 -0.24138 0.3 0.8 2.2
H 1.58260 2.32481 1.27195 -0.7 -0.1 -0.7
H 0.78559 2.02399 -0.32352 -0.4 1.4 0.9
H 0.40300 3.54396 0.91630 -0.1 -0.2 -1.3
H 1.69557 -2.31231 -3.44531 0.0 1.1 -0.4
H 0.50713 -3.45187 -3.45725 -0.2 -0.4 1.3
H -0.18490 -1.87109 -3.45377 1.7 -0.1 0.5
```
Positions in Å, forces in eV/Å.

HOMO in eV: -15.0
LUMO level in eV: -5.29
Net charge: +1
HOMO-LUMO gap in hartree: 0.3573

# C3NO5

A cluster of 2 separate species, C3NO5 in total (ωB97M-V/def2-TZVPD, the Open Molecules 2025 dataset).

XYZ file:
```
9
Properties=species:S:1:pos:R:3:forces:R:3
C -3.24733 0.08416 -0.04635 0.8 -0.2 -1.4
C -0.61327 0.49641 0.09827 -0.5 -0.6 -0.4
C 3.57913 -0.65987 -0.00350 -0.3 0.3 0.1
N -2.11604 -0.05765 -0.31742 2.8 -0.3 0.6
O -0.58156 1.68171 0.01222 -0.3 2.4 -0.1
O -4.40956 0.13225 -0.09421 -3.1 0.3 1.0
O 3.35280 0.43825 -0.13159 -0.6 3.3 -0.5
O 3.85215 -1.74912 0.13769 0.8 -3.6 0.4
O 0.18368 -0.36615 0.34489 0.4 -1.6 0.3
```
Positions in Å, forces in eV/Å.

HOMO in eV: -5.0
LUMO level in eV: 3.09
Net charge: -1
HOMO-LUMO gap in hartree: 0.2972

# C36H34ClFeN2O4P2S2

A structure of composition C36H34ClFeN2O4P2S2 (ωB97M-V/def2-TZVPD, the Open Molecules 2025 dataset).

XYZ file:
```
82
Properties=species:S:1:pos:R:3:forces:R:3
Fe 0.68389 -0.13581 0.93740 0.3 0.2 0.5
O 2.28973 -0.29436 -0.20892 -0.1 0.0 -0.2
C 2.71855 -1.29326 -0.92206 0.0 0.0 0.2
C 3.62920 -1.05046 -1.97644 0.0 0.0 0.0
C 4.14060 -2.06933 -2.74927 0.0 0.0 0.0
C 3.78161 -3.39672 -2.50892 0.0 0.0 0.0
C 2.89484 -3.66167 -1.48570 0.0 0.0 0.0
C 2.34145 -2.64957 -0.69302 0.0 0.0 0.0
C 1.41504 -3.06164 0.35265 0.1 0.0 0.0
N 0.74711 -2.25929 1.08528 -0.1 -0.1 -0.1
N -0.08471 -2.83636 2.03224 0.0 0.1 0.0
C -0.77202 -1.89375 2.62867 0.0 0.0 0.1
O -0.71808 -0.63873 2.37718 -0.1 -0.1 -0.1
C -1.70733 -2.33082 3.71040 0.0 0.0 0.0
C -2.19120 -1.38098 4.60184 0.0 0.0 0.0
C -3.06119 -1.74921 5.61816 0.0 0.0 0.0
C -3.46223 -3.07169 5.74331 0.0 0.0 0.0
C -2.98384 -4.02438 4.85098 0.0 0.0 0.0
C -2.10773 -3.65811 3.84117 0.0 0.0 0.0
H 3.91635 -0.02084 -2.15410 0.0 0.0 0.0
H 4.82900 -1.83396 -3.55333 0.0 0.0 0.0
H 4.18606 -4.19938 -3.11211 0.0 0.0 0.0
H 2.60208 -4.68670 -1.27796 0.0 0.0 0.0
H 1.28444 -4.13359 0.51780 0.0 0.0 0.0
H -1.86323 -0.35749 4.47973 0.0 0.0 0.0
H -3.42672 -1.00204 6.31261 0.0 0.0 0.0
H -4.14542 -3.36140 6.53270 0.0 0.0 0.0
H -3.29616 -5.05770 4.94328 0.0 0.0 0.0
H -1.71958 -4.38611 3.14197 0.0 0.0 0.0
Cl -2.52862 -0.75488 -0.01265 -0.1 0.1 0.0
C -2.98712 -0.68521 -1.68524 0.1 0.0 0.0
C -4.31852 -0.89810 -2.01447 0.0 0.0 0.0
C -4.70942 -0.85200 -3.34212 0.0 0.0 0.0
C -3.77225 -0.59786 -4.33425 0.0 0.0 0.0
C -2.44625 -0.38872 -3.99055 0.0 0.0 0.0
C -2.02390 -0.42293 -2.66262 0.0 0.0 0.2
P -0.26941 -0.15873 -2.15518 -0.1 0.1 -0.1
C 0.56011 -0.79381 -3.66947 0.0 0.0 0.1
C 1.09792 0.00562 -4.67317 0.0 0.0 0.0
C 1.72193 -0.57141 -5.77204 0.0 0.0 0.0
C 1.80764 -1.95107 -5.88308 0.0 0.0 0.0
C 1.27445 -2.75570 -4.88449 0.0 0.0 0.0
C 0.66441 -2.17980 -3.78310 0.0 0.0 0.0
C -0.09577 1.65110 -2.38664 0.0 0.0 0.0
C 1.14119 2.19909 -2.04081 0.0 0.0 0.0
C 1.36422 3.56010 -2.16478 0.0 0.0 0.0
C 0.34788 4.39659 -2.60694 0.0 0.0 0.0
C -0.89245 3.86413 -2.92280 0.0 0.0 0.0
C -1.11340 2.49643 -2.81679 0.0 0.0 0.0
H -5.03083 -1.10102 -1.22632 0.0 0.0 0.0
H -5.74744 -1.01995 -3.60053 0.0 0.0 0.0
H -4.07410 -0.56419 -5.37336 0.0 0.0 0.0
H -1.71518 -0.19729 -4.76703 0.0 0.0 0.0
H 1.03572 1.08366 -4.59531 0.0 0.0 0.0
H 2.14336 0.06204 -6.54335 0.0 0.0 0.0
H 2.29958 -2.39908 -6.73775 0.0 0.0 0.0
H 1.35810 -3.83316 -4.95059 0.0 0.0 0.0
H 0.28152 -2.80883 -2.98688 0.0 0.0 0.0
H 1.91188 1.55422 -1.63179 0.0 0.0 0.0
H 2.32416 3.97155 -1.87964 0.0 0.0 0.0
H 0.51632 5.46379 -2.68229 0.0 0.0 0.0
H -1.69637 4.51384 -3.24674 0.0 0.0 0.0
H -2.08762 2.09393 -3.06319 0.0 0.0 0.0
C 3.73737 4.36850 3.46986 0.0 0.0 0.0
C 2.36705 4.06137 4.03329 0.0 0.0 0.0
O 1.46240 3.76845 2.96074 0.0 0.0 0.0
P 0.90931 2.25660 2.78694 0.2 0.0 0.1
S -0.09463 2.25778 1.07791 -0.1 0.0 -0.2
S 2.32786 0.90392 2.95147 -0.2 0.0 0.0
O -0.06686 2.12161 4.06708 0.0 -0.1 0.0
C -1.45575 2.44861 3.97544 0.0 0.0 0.0
C -2.02273 2.43228 5.37777 0.0 0.0 0.0
H 4.42298 4.65145 4.27208 0.0 0.0 0.0
H 3.67709 5.18786 2.75244 0.0 0.0 0.0
H 4.12892 3.48629 2.96429 0.0 0.0 0.0
H 1.95180 4.91965 4.56628 0.0 0.0 0.0
H 2.41669 3.21820 4.72561 0.0 0.0 0.0
H -1.94441 1.71549 3.33032 0.0 0.0 0.0
H -1.57898 3.43423 3.51824 0.0 0.0 0.0
H -1.83019 1.47139 5.85676 0.0 0.0 0.0
H -3.10178 2.59564 5.34544 0.0 0.0 0.0
H -1.56836 3.21367 5.98839 0.0 0.0 0.0
```
Positions in Å, forces in eV/Å.

Multiplicity: 5
HOMO (spin up / spin down) in eV: -4.5 / -4.5
<S²>: 6.01
LUMO level (spin up / spin down) in eV: 2.53 / 2.53
Net charge: -1
HOMO-LUMO gap (spin up / spin down) in hartree: 0.2592 / 0.2573

# C11H16ClHfN3O6PS

A structure of composition C11H16ClHfN3O6PS (ωB97M-V/def2-TZVPD, the Open Molecules 2025 dataset).

XYZ file:
```
40
Properties=species:S:1:pos:R:3:forces:R:3
Hf -0.10416 -1.04321 0.13764 -0.4 0.1 -0.2
N 1.99147 -4.81765 -0.53916 0.0 0.0 0.0
C 1.73505 -3.50764 -0.40848 0.0 0.0 0.0
S 0.47930 -2.86491 -1.49158 -0.1 0.1 0.2
N 2.40328 -2.82689 0.47432 0.1 -0.1 0.0
N 2.02057 -1.50441 0.52785 -0.1 0.2 0.1
C 2.86043 -0.65809 1.01382 0.1 -0.1 0.0
C 2.65990 0.77212 1.03230 0.0 0.1 0.0
C 3.61162 1.55503 1.70338 0.0 0.0 0.0
C 3.54538 2.92976 1.69377 0.0 0.0 0.0
C 2.52612 3.55655 0.98070 0.0 0.0 0.0
C 1.58238 2.81130 0.30028 -0.1 0.0 0.0
C 1.62614 1.42241 0.32961 0.1 0.1 0.0
O 0.67449 0.72155 -0.33157 -0.3 -0.4 0.3
H 1.51133 -5.36928 -1.22476 0.0 0.0 0.0
H 2.70622 -5.23671 0.03194 0.0 0.0 0.0
H 3.80290 -1.04290 1.39794 0.0 -0.1 0.0
H 4.41277 1.05619 2.23471 0.0 0.0 0.0
H 4.28310 3.51519 2.22327 0.0 0.0 0.0
H 2.47162 4.63659 0.95337 0.0 0.0 0.0
H 0.79475 3.29291 -0.26433 0.0 0.0 0.0
O -2.56109 -1.30350 2.80280 -0.1 0.0 0.1
Cl -1.15950 -1.39702 2.78930 -0.3 0.0 0.1
O -0.56906 -1.64587 4.02868 0.2 0.0 0.1
O -0.58680 -0.16723 2.15492 0.2 0.3 -0.3
O -0.73874 -2.41667 1.77367 0.1 -0.1 -0.4
C -1.82502 0.74632 -2.94897 -0.1 -0.1 0.0
P -2.77284 0.33668 -1.48904 -0.1 0.1 0.0
C -4.38364 -0.27535 -1.94545 0.1 0.0 0.0
C -2.96236 1.82160 -0.50948 0.0 -0.1 -0.1
O -2.03474 -0.74302 -0.66865 0.8 0.1 0.0
H -2.37038 1.45443 -3.57306 0.0 0.0 0.0
H -1.63235 -0.16092 -3.52295 0.0 0.0 0.0
H -0.87600 1.18915 -2.64140 0.0 0.0 0.0
H -4.94467 0.49830 -2.46994 0.0 0.0 0.0
H -4.92061 -0.56311 -1.04171 0.0 0.0 0.0
H -4.27568 -1.14732 -2.59008 0.0 0.0 0.0
H -3.38190 2.62283 -1.11850 0.0 0.0 0.0
H -1.97985 2.12460 -0.14328 0.0 0.0 0.0
H -3.61944 1.62824 0.33811 0.0 0.0 0.0
```
Positions in Å, forces in eV/Å.

HOMO in eV: -11.4
LUMO level in eV: -3.34
Net charge: +1
HOMO-LUMO gap in hartree: 0.2948

# C25H43BF4N6O2PRbS4

A structure of composition C25H43BF4N6O2PRbS4 (ωB97M-V/def2-TZVPD, the Open Molecules 2025 dataset).

XYZ file:
```
87
Properties=species:S:1:pos:R:3:forces:R:3
Rb 0.87481 -0.12275 -0.22331 -0.1 1.0 0.6
O 3.27391 -1.93425 7.11620 0.0 0.1 -0.1
C 2.89374 -1.60976 6.00255 0.0 -0.2 0.0
S 1.20881 -1.44214 5.52761 0.1 0.0 0.2
C 1.43785 -1.02236 3.82577 -0.2 0.1 -0.2
C 2.72180 -0.95801 3.40096 0.1 0.0 -0.3
S 3.43004 -0.59180 1.83692 -0.2 0.0 0.2
S 3.94591 -1.31364 4.62884 0.1 0.0 0.1
S -0.09066 -0.73343 2.99648 0.2 -0.1 0.0
N -0.28608 2.65126 2.63762 -0.1 -0.1 0.1
C 1.08268 2.79328 2.88582 0.0 -0.1 -0.1
C 1.94442 3.36010 1.94876 0.0 0.1 0.0
C 3.29478 3.51513 2.22917 0.0 0.0 0.0
C 3.81559 3.09131 3.44166 0.0 0.0 0.0
C 2.96379 2.49842 4.36668 0.0 0.0 0.0
C 1.61411 2.35734 4.10254 0.0 0.0 0.0
H -0.61119 1.76601 3.02569 0.0 0.0 0.0
H -0.51727 2.65356 1.65420 0.0 0.1 -0.1
H 1.55698 3.64403 0.97476 0.0 0.1 0.0
H 3.95180 3.92554 1.47050 0.0 0.0 0.0
H 4.87711 3.16653 3.64139 0.0 0.0 0.0
H 3.36289 2.10403 5.29449 0.0 0.0 0.0
H 0.96556 1.85393 4.81119 0.0 0.0 0.0
O 1.04066 -2.30027 -1.37892 0.1 -1.0 -0.4
P 0.89913 -3.76518 -1.18734 -0.1 0.5 -0.1
N -0.71046 -4.12522 -1.27007 0.0 -0.1 0.0
C -1.70176 -3.22072 -1.88292 0.1 0.0 0.1
C -2.70505 -4.18828 -2.49860 0.0 0.0 0.0
C -2.70523 -5.35177 -1.50660 0.0 0.0 0.0
C -1.22897 -5.48239 -1.12233 0.0 0.0 0.0
N 1.57116 -4.29959 0.19746 0.1 -0.2 0.2
C 1.95432 -5.68198 0.50277 0.0 0.0 0.0
C 1.52570 -5.86530 1.95768 0.0 0.0 0.0
C 1.75807 -4.47610 2.54972 0.0 0.1 0.0
C 1.28736 -3.53790 1.44640 0.0 0.0 0.0
N 1.61387 -4.72106 -2.34918 0.1 -0.1 -0.1
C 1.03744 -4.56531 -3.70380 0.0 0.0 0.1
C 2.16318 -5.02478 -4.61894 0.0 0.0 0.0
C 3.40405 -4.47818 -3.91432 0.0 0.0 0.0
C 3.09339 -4.69335 -2.43147 -0.1 0.0 0.0
H -1.23757 -2.55113 -2.60397 0.0 0.0 0.0
H -2.17987 -2.60323 -1.11590 0.0 0.0 0.0
H -2.34333 -4.52066 -3.47640 0.0 0.0 0.0
H -3.68568 -3.73408 -2.63884 0.0 0.0 0.0
H -3.11257 -6.28019 -1.90940 0.0 0.0 0.0
H -3.29020 -5.08248 -0.62338 0.0 0.0 0.0
H -0.70469 -6.17932 -1.79260 0.0 0.0 0.0
H -1.10047 -5.85277 -0.09955 0.0 0.0 0.0
H 3.04116 -5.80484 0.41410 0.0 0.0 0.0
H 1.48599 -6.38966 -0.18507 0.0 0.0 0.0
H 2.08396 -6.66029 2.45608 0.0 0.0 0.0
H 0.46121 -6.11906 2.00069 0.0 0.0 0.0
H 2.82278 -4.30914 2.73600 0.0 0.0 0.0
H 1.22596 -4.28857 3.48204 0.0 0.0 0.0
H 1.82376 -2.58943 1.48078 0.0 0.0 -0.2
H 0.21748 -3.33109 1.53085 0.0 0.0 0.0
H 0.77910 -3.51856 -3.91037 0.0 0.0 0.0
H 0.13273 -5.16948 -3.80747 0.0 0.0 0.0
H 2.04222 -4.65575 -5.63776 0.0 0.0 0.0
H 2.19966 -6.11820 -4.65110 0.0 0.0 0.0
H 3.50985 -3.41081 -4.11876 -0.1 0.0 0.0
H 4.32712 -4.97280 -4.21958 0.0 0.0 0.0
H 3.50179 -3.89396 -1.81006 0.0 0.0 0.0
H 3.50637 -5.63986 -2.06782 0.0 0.0 0.0
F -2.02376 -0.26366 -3.28792 0.3 0.1 -0.2
B -0.89746 0.08176 -4.10420 -0.1 0.0 -0.1
F -0.03800 0.90973 -3.32379 -0.1 -0.3 -0.2
F -1.34632 0.81290 -5.22668 0.1 -0.2 0.3
F -0.22875 -1.09010 -4.50546 -0.2 0.3 0.1
C -2.25149 4.09231 -2.91649 0.1 0.0 -0.1
C -3.21385 3.44764 -1.92494 0.0 0.0 0.0
C -4.15172 4.50145 -1.34524 0.0 0.0 0.0
C -4.03017 2.35761 -2.62748 -0.1 -0.1 0.0
N -2.44101 2.92824 -0.78062 0.0 0.1 -0.1
N -1.43568 1.97907 -1.09961 0.1 -0.1 0.2
H -2.81295 4.61577 -3.69491 0.0 0.0 0.0
H -1.62340 3.34528 -3.40593 0.0 0.0 0.0
H -1.60735 4.81370 -2.40640 0.0 0.0 0.0
H -4.76627 4.94920 -2.13035 0.0 0.0 0.0
H -3.57864 5.28639 -0.84769 0.0 0.0 0.0
H -4.82661 4.05516 -0.60770 0.0 0.0 0.0
H -4.58969 2.77810 -3.46853 0.0 0.0 0.0
H -4.75193 1.91698 -1.93156 0.0 0.0 0.0
H -3.40007 1.55737 -3.02152 0.0 0.1 0.0
H -3.07430 2.48286 -0.12937 0.0 0.0 0.1
H -0.61221 2.48954 -1.38146 0.1 0.1 -0.1
H -1.68305 1.37373 -1.87809 -0.1 0.0 0.0
```
Positions in Å, forces in eV/Å.

HOMO in eV: -0.7
LUMO level in eV: 3.78
Net charge: -2
HOMO-LUMO gap in hartree: 0.1651

# C13H46N4O10

A cluster of 10 separate species, C13H46N4O10 in total (ωB97M-V/def2-TZVPD, the Open Molecules 2025 dataset).

XYZ file:
```
73
Properties=species:S:1:pos:R:3:forces:R:3
N 6.58918 21.13953 5.98919 -3.8 2.9 -2.3
C 7.62835 20.92928 6.72390 6.7 3.1 2.4
N 7.84569 19.63960 7.04673 -0.8 -0.6 1.9
O 8.54765 21.94921 6.99711 -5.1 -4.8 -0.9
H 6.38397 22.13771 5.78665 0.4 -1.2 0.0
H 5.82410 20.49231 5.77046 1.0 0.2 0.2
H 8.46960 19.45299 7.89515 -0.7 0.4 -0.9
H 6.99133 19.00870 7.08435 1.4 1.1 -0.1
N 9.81490 19.30493 5.24605 -6.6 7.2 0.9
C 10.59084 18.56075 5.95651 8.8 3.0 4.5
N 10.64199 17.52541 5.17939 3.9 -9.0 -0.2
O 11.57640 18.98388 6.89088 -5.4 -2.5 -4.3
H 10.06373 20.29902 5.42019 0.4 -0.1 -0.3
H 8.88471 19.42578 5.84111 1.6 -0.8 -1.6
H 11.53699 16.94587 5.25808 -1.3 0.9 0.6
H 9.91254 16.78176 5.34268 0.8 1.3 -1.1
C 8.85250 16.32165 7.89336 -0.3 0.5 1.1
C 8.16910 16.13346 6.52995 1.1 0.7 0.9
O 9.10858 15.48910 5.65864 -1.0 -1.4 -0.2
H 9.72213 16.96722 7.89509 0.4 0.0 -0.6
H 9.16370 15.35091 8.34648 -0.3 0.6 -0.5
H 8.23619 16.85926 8.65145 -0.1 -0.6 -0.6
H 7.75784 17.09021 6.08947 0.9 -1.2 0.2
H 7.37550 15.46877 6.70096 -1.5 -0.8 -0.1
H 9.09649 14.51348 5.78854 0.0 1.2 0.0
C 6.22560 20.35556 11.91091 -0.9 -1.2 0.1
C 7.17640 19.37998 12.56471 -0.6 0.7 1.3
O 7.40917 18.24109 11.73677 0.8 -0.2 -0.3
H 6.24643 21.35775 12.22854 0.3 1.2 1.3
H 5.21166 19.96636 12.13743 0.3 0.4 -0.8
H 6.43481 20.50660 10.87381 -0.2 -0.6 -1.0
H 6.69560 19.08051 13.51484 0.4 -0.2 -0.3
H 8.11169 19.89762 12.87951 -0.2 -0.9 -0.7
H 6.66911 17.62144 11.63715 0.1 0.7 0.6
C 10.69561 20.82505 9.43382 0.1 0.3 0.8
C 9.27590 20.57770 9.96986 1.3 -0.4 -0.9
O 8.89036 19.27687 9.46259 -0.8 -0.3 1.2
H 11.06596 21.72783 9.97389 0.2 -0.7 -0.3
H 10.79335 21.01699 8.35780 -0.6 -0.1 0.3
H 11.29039 19.91242 9.60597 0.0 0.6 0.3
H 8.65323 21.39217 9.60831 -0.6 -0.2 -0.1
H 9.25227 20.53830 11.06108 0.2 0.1 -0.1
H 8.31431 18.82685 10.13624 0.6 0.6 -0.7
C 5.63377 22.81452 8.92880 -1.8 0.1 1.9
O 5.32085 21.43962 8.68505 0.6 -0.1 -0.7
H 5.45091 23.51323 8.15169 -0.2 0.2 -1.4
H 6.58459 23.09644 9.35658 0.8 -0.8 0.0
H 4.88211 23.13102 9.70938 0.7 -0.4 -0.6
H 5.69800 21.06885 7.84947 -0.3 1.1 1.2
C 10.96250 17.17791 11.24141 -1.3 -0.7 2.3
O 11.67641 18.16599 11.98329 -0.5 0.4 0.4
H 11.26314 16.16736 11.59819 0.1 0.5 -0.7
H 11.10526 17.37465 10.21462 0.4 -0.1 -1.2
H 9.87560 17.23587 11.42755 0.3 0.2 -0.1
H 11.21708 18.47157 12.77984 0.1 -0.4 -0.5
C 13.95376 18.95940 9.50264 -1.3 0.9 -0.8
O 13.83048 17.99103 10.52421 1.9 -0.8 -0.6
H 13.22241 18.73881 8.70384 0.4 0.0 0.0
H 14.94659 19.10911 8.97049 -0.9 -0.5 1.4
H 13.55965 19.88096 9.97516 0.8 0.3 -0.6
H 12.91177 17.98904 10.77215 0.1 0.3 0.3
C 11.83674 22.29881 5.73904 -0.8 0.4 2.3
O 10.52540 21.99740 5.29508 2.3 -0.7 -2.7
H 12.61262 21.86697 5.13472 0.0 0.4 -0.9
H 12.04743 21.81309 6.72966 -0.3 0.4 -0.6
H 11.81421 23.39693 5.91378 1.0 -0.5 -0.4
H 9.93962 22.16024 5.98667 -1.9 0.5 2.1
C 5.56865 17.19228 8.69762 1.8 0.8 -0.4
O 5.76551 18.02913 7.54436 0.2 -0.1 1.1
H 6.17797 17.47965 9.54417 0.3 0.8 -0.1
H 5.95134 16.25441 8.42893 0.0 -1.7 -0.2
H 4.58543 17.19906 9.02373 -2.0 -0.2 0.4
H 4.94747 18.05135 7.08339 -1.1 0.0 -0.7
```
Positions in Å, forces in eV/Å.

HOMO in eV: -7.7
LUMO level in eV: -0.29
HOMO-LUMO gap in hartree: 0.2706